The following is a quantum chemistry calculation of 11 unconnected molecules or ions with the total composition C50H133N11O14 at a distorted geometry, from OMol25.

Values from the calculation:
2S+1 ... 1
Orbital gap ... 8.87 eV
SMILES string ... COC[C@H](C)N.COC[C@H](C)N.COC[C@H](C)N.COC[C@H](C)N.COC[C@H](C)N.COC[C@H](C)N.COC[C@H](C)N.COC[C@H](C)N.COCCNCCOC.COCCNCCOC.COCCNCCOC
E ... -99047.5767 eV
ΔE to the lowest compared entry with this formula, charge and spin ... 6.392 eV

Last column: Löwdin charge in e.
Atoms and positions in Å:
C: 4.384 2.309 -0.054  -0.127
O: 3.971 1.713 -1.304  -0.171
C: 3.420 2.779 -2.128  -0.167
C: 3.147 2.208 -3.537  -0.407
C: 2.738 3.270 -4.563  -0.067
N: 2.072 1.228 -3.594  0.054
H: 5.231 2.986 -0.175  0.110
H: 4.676 1.513 0.632  0.044
H: 3.608 2.867 0.475  0.070
H: 2.459 3.028 -1.680  0.096
H: 4.073 3.642 -2.269  0.126
H: 4.064 1.777 -3.944  0.125
H: 3.494 3.992 -4.878  0.074
H: 1.996 3.957 -4.148  0.056
H: 2.319 2.885 -5.492  0.078
H: 1.116 1.544 -3.655  0.062
H: 2.155 0.457 -2.946  0.051
C: 4.209 -1.462 -4.166  -0.117
O: 4.180 -2.572 -3.302  -0.195
C: 5.135 -2.523 -2.225  -0.166
C: 6.522 -2.856 -2.789  -0.489
C: 6.822 -4.359 -3.002  -0.042
N: 7.502 -2.375 -1.957  0.027
H: 4.184 -0.469 -3.717  0.066
H: 3.383 -1.395 -4.876  0.088
H: 5.039 -1.628 -4.858  0.080
H: 5.111 -1.524 -1.785  0.115
H: 4.889 -3.280 -1.478  0.117
H: 6.608 -2.368 -3.761  0.127
H: 6.141 -5.065 -3.473  0.073
H: 7.090 -4.773 -2.027  0.064
H: 7.773 -4.298 -3.534  0.074
H: 7.392 -1.376 -1.839  0.085
H: 7.616 -2.741 -1.022  0.086
C: -2.879 -2.570 2.532  -0.121
O: -3.043 -1.571 3.464  -0.222
C: -1.950 -0.850 4.047  -0.127
C: -1.853 0.519 3.348  -0.427
C: -0.558 1.261 3.679  -0.061
N: -2.944 1.393 3.730  0.072
H: -3.716 -3.269 2.551  0.089
H: -1.965 -3.166 2.595  0.082
H: -2.898 -2.161 1.518  0.077
H: -2.129 -0.683 5.109  0.129
H: -1.065 -1.486 3.982  0.119
H: -1.825 0.486 2.256  0.104
H: -0.718 1.709 4.663  0.083
H: -0.560 2.068 2.945  0.064
H: 0.380 0.715 3.768  0.071
H: -3.832 1.003 3.448  0.034
H: -2.862 2.346 3.406  0.077
C: 1.664 3.978 1.753  -0.046
O: 2.417 2.727 1.816  -0.234
C: 2.823 2.403 3.136  -0.207
C: 3.636 1.156 3.084  -0.416
C: 4.200 0.721 4.422  -0.051
N: 4.800 1.449 2.244  0.018
H: 0.590 3.824 1.868  0.069
H: 1.859 4.478 0.806  0.081
H: 1.850 4.695 2.555  0.092
H: 3.422 3.157 3.655  0.140
H: 1.949 2.288 3.783  0.108
H: 3.181 0.294 2.595  0.133
H: 5.023 1.256 4.895  0.083
H: 4.401 -0.339 4.265  0.071
H: 3.436 0.811 5.199  0.077
H: 4.324 2.050 1.579  -0.021
H: 5.433 2.069 2.735  0.097
C: 4.308 -6.614 -0.937  -0.099
O: 3.923 -7.813 -0.292  -0.243
C: 2.759 -8.478 -0.904  -0.137
C: 2.053 -9.514 0.033  -0.446
C: 3.095 -10.595 0.544  -0.039
N: 0.812 -10.052 -0.405  0.029
H: 3.627 -5.874 -0.507  0.069
H: 4.210 -6.690 -2.020  0.092
H: 5.287 -6.346 -0.541  0.091
H: 2.089 -7.742 -1.351  0.111
H: 3.066 -9.098 -1.751  0.119
H: 1.644 -9.037 0.926  0.093
H: 3.438 -11.292 -0.221  0.073
H: 2.713 -11.181 1.381  0.070
H: 3.955 -10.047 0.930  0.069
H: 0.393 -10.514 0.394  0.077
H: 1.053 -10.908 -0.897  0.071
C: -8.572 -0.925 6.766  -0.092
O: -7.506 -0.531 5.899  -0.201
C: -7.755 0.227 4.734  -0.210
C: -6.433 0.457 3.977  -0.394
C: -6.554 1.382 2.694  -0.058
N: -5.951 -0.818 3.456  0.044
H: -9.158 -0.120 7.208  0.085
H: -8.054 -1.474 7.554  0.083
H: -9.162 -1.726 6.316  0.083
H: -8.411 -0.248 4.000  0.129
H: -8.095 1.207 5.080  0.125
H: -5.775 0.866 4.746  0.130
H: -7.240 1.138 1.884  0.075
H: -5.573 1.637 2.294  0.049
H: -6.920 2.349 3.053  0.062
H: -6.252 -1.629 3.984  0.077
H: -4.944 -0.914 3.541  0.040
C: 3.690 -3.170 3.072  -0.096
O: 3.260 -4.238 2.230  -0.228
C: 2.012 -4.771 2.722  -0.169
C: 1.578 -5.957 1.801  -0.394
C: 0.431 -6.820 2.286  -0.068
N: 2.713 -6.811 2.015  0.042
H: 3.240 -2.233 2.738  0.069
H: 4.755 -3.158 2.838  0.093
H: 3.516 -3.409 4.121  0.091
H: 2.147 -5.166 3.731  0.122
H: 1.363 -3.896 2.804  0.115
H: 1.363 -5.645 0.777  0.106
H: 0.182 -7.646 1.620  0.062
H: -0.497 -6.316 2.565  0.070
H: 0.717 -7.319 3.214  0.080
H: 2.844 -7.644 1.467  0.039
H: 3.533 -6.225 1.948  0.067
C: -4.242 -4.415 -2.024  -0.072
O: -4.717 -3.227 -2.691  -0.199
C: -4.863 -2.024 -1.944  -0.192
C: -5.808 -2.068 -0.735  -0.431
C: -7.250 -2.009 -1.080  -0.077
N: -5.518 -0.839 0.064  0.055
H: -3.298 -4.154 -1.540  0.076
H: -4.038 -5.200 -2.750  0.087
H: -4.996 -4.690 -1.286  0.077
H: -3.876 -1.670 -1.631  0.112
H: -5.208 -1.293 -2.677  0.126
H: -5.627 -2.954 -0.121  0.121
H: -7.502 -0.988 -1.368  0.079
H: -7.906 -2.267 -0.248  0.078
H: -7.420 -2.725 -1.886  0.082
H: -4.520 -0.694 0.009  0.025
H: -5.874 -0.718 1.001  0.033
C: 0.113 4.556 -1.717  -0.103
O: 1.311 5.172 -2.079  -0.232
C: 1.291 6.446 -2.625  -0.239
C: 2.566 7.039 -2.150  -0.189
N: 2.589 8.510 -2.161  -0.063
C: 3.650 9.239 -1.502  -0.241
C: 3.861 10.692 -1.984  -0.176
O: 4.940 11.413 -1.282  -0.210
C: 4.931 11.436 0.131  -0.125
H: -0.487 4.317 -2.600  0.094
H: -0.584 5.114 -1.086  0.094
H: 0.467 3.651 -1.225  0.051
H: 0.446 7.002 -2.207  0.124
H: 1.097 6.435 -3.701  0.130
H: 3.335 6.671 -2.839  0.118
H: 2.920 6.674 -1.188  0.127
H: 2.340 8.977 -3.021  0.110
H: 4.660 8.821 -1.473  0.124
H: 3.382 9.383 -0.451  0.099
H: 2.969 11.303 -2.121  0.121
H: 4.377 10.498 -2.926  0.117
H: 5.313 10.516 0.580  0.077
H: 3.876 11.440 0.412  0.084
H: 5.562 12.268 0.438  0.089
C: -2.488 0.925 -3.960  -0.096
O: -2.642 2.266 -4.354  -0.224
C: -3.855 2.714 -4.962  -0.201
C: -4.933 2.913 -3.905  -0.198
N: -4.428 3.699 -2.753  -0.044
C: -5.143 3.509 -1.508  -0.213
C: -4.589 4.534 -0.512  -0.233
O: -5.052 4.354 0.808  -0.196
C: -6.367 4.712 0.983  -0.144
H: -1.435 0.695 -3.806  0.084
H: -2.672 0.292 -4.835  0.087
H: -3.229 0.659 -3.204  0.075
H: -4.200 2.057 -5.763  0.122
H: -3.615 3.681 -5.404  0.121
H: -5.308 1.927 -3.621  0.108
H: -5.752 3.433 -4.407  0.114
H: -3.429 3.836 -2.780  0.100
H: -5.119 2.568 -0.949  0.100
H: -6.201 3.688 -1.706  0.123
H: -4.867 5.542 -0.832  0.117
H: -3.506 4.626 -0.415  0.113
H: -6.503 5.072 2.004  0.092
H: -7.030 3.861 0.811  0.084
H: -6.657 5.521 0.308  0.090
C: 0.082 -4.672 -1.317  -0.102
O: 0.370 -3.421 -0.707  -0.205
C: 1.507 -2.789 -1.241  -0.219
C: 1.604 -1.456 -0.485  -0.182
N: 0.532 -0.509 -0.769  -0.046
C: 0.662 0.643 0.053  -0.206
C: -0.569 1.541 -0.162  -0.234
O: -1.715 0.853 0.242  -0.176
C: -2.887 1.658 0.018  -0.082
H: -0.217 -4.388 -2.330  0.089
H: -0.700 -5.176 -0.755  0.089
H: 0.981 -5.270 -1.481  0.070
H: 1.380 -2.622 -2.315  0.122
H: 2.435 -3.361 -1.166  0.105
H: 2.550 -0.995 -0.773  0.113
H: 1.602 -1.724 0.576  0.110
H: -0.373 -0.951 -0.682  0.109
H: 1.585 1.180 -0.174  0.108
H: 0.672 0.286 1.089  0.113
H: -0.575 1.763 -1.232  0.110
H: -0.319 2.477 0.346  0.092
H: -3.820 1.171 0.305  0.062
H: -3.118 1.916 -1.019  0.069
H: -2.937 2.610 0.551  0.082

The following is a quantum chemistry calculation of a molecular structure, C11H46Ca2N22O17S at a distorted geometry, from OMol25.

Values from the calculation:
2S+1 ... 1
Orbital gap ... 8.13 eV
E ... -127472.0260 eV

Last column: Löwdin charge in e.
Atoms and positions in Å:
Ca: 1.833 0.223 1.521  1.480
Ca: -0.854 0.854 -0.422  1.392
S: -0.576 -1.823 0.679  0.251
O: -1.674 -0.910 0.900  -0.413
O: 0.573 -1.511 1.523  -0.497
O: -0.950 -3.212 0.876  -0.309
O: -0.031 -1.514 -0.660  -0.430
O: 1.418 0.909 -0.562  -0.596
H: 1.731 0.923 -1.487  -0.066
O: -0.171 1.315 1.823  -0.559
H: -0.954 1.721 2.244  -0.040
C: -3.614 2.060 1.029  -0.641
O: -2.761 2.035 0.126  -0.086
N: -4.854 1.579 0.885  0.185
N: -3.355 2.321 2.308  0.186
H: -5.180 1.277 -0.022  0.103
H: -5.558 1.562 1.609  0.117
H: -2.611 2.961 2.546  0.123
H: -4.027 2.055 3.013  0.119
C: -2.870 0.034 -2.848  -0.699
O: -2.289 -0.170 -1.787  -0.087
N: -4.007 0.698 -2.913  0.162
N: -2.648 -0.605 -3.948  0.230
H: -4.665 0.456 -3.640  0.118
H: -4.498 1.175 -2.171  0.105
H: -2.031 -1.401 -4.027  0.109
H: -3.343 -0.477 -4.670  0.127
C: 0.339 5.117 1.655  -0.769
O: 0.293 6.387 1.599  -0.025
N: 0.163 4.373 0.633  0.183
N: 0.750 4.419 2.640  0.171
H: 0.251 3.386 0.829  0.070
H: -0.212 4.811 -0.196  0.096
H: 1.323 4.865 3.342  0.127
H: 0.743 3.415 2.744  0.086
C: -1.340 -0.445 4.690  -0.800
O: -1.616 -1.084 5.656  0.044
N: -2.198 -0.446 3.691  0.165
N: -0.307 0.338 4.509  0.181
H: -3.173 -0.677 3.812  0.118
H: -1.923 -0.208 2.748  0.043
H: -0.226 0.697 3.569  0.028
H: 0.418 0.585 5.168  0.121
C: 4.819 -0.835 0.464  -0.755
O: 3.704 -0.402 0.331  -0.065
N: 5.626 -0.819 -0.521  0.201
N: 5.298 -1.436 1.536  0.203
H: 5.418 -0.429 -1.429  0.121
H: 6.355 -1.518 -0.534  0.127
H: 4.596 -1.556 2.253  0.099
H: 6.157 -1.960 1.615  0.125
C: 2.280 -1.856 4.185  -0.778
O: 2.579 -0.825 3.602  -0.088
N: 1.378 -2.652 3.730  0.214
N: 3.057 -2.368 5.059  0.191
H: 1.075 -3.464 4.248  0.136
H: 0.685 -2.297 3.087  0.069
H: 3.966 -1.995 5.292  0.129
H: 2.932 -3.340 5.302  0.125
C: -1.084 3.511 -2.495  -0.627
O: -0.736 2.651 -1.675  -0.124
N: -2.132 3.280 -3.317  0.171
N: -0.642 4.728 -2.739  0.198
H: -2.867 2.629 -3.079  0.078
H: -2.281 3.863 -4.128  0.110
H: -1.248 5.127 -3.441  0.113
H: 0.028 5.293 -2.237  0.119
C: 3.602 3.211 -2.094  -0.787
O: 4.534 3.910 -2.535  -0.002
N: 2.541 3.681 -1.553  0.181
N: 3.607 1.936 -2.072  0.179
H: 1.825 3.095 -1.147  0.064
H: 2.457 4.682 -1.451  0.120
H: 2.872 1.485 -1.546  0.030
H: 4.369 1.344 -2.371  0.119
C: 2.007 -4.815 -0.983  -0.800
O: 2.883 -5.678 -1.213  -0.024
N: 2.181 -3.558 -1.123  0.182
N: 0.853 -5.065 -0.506  0.192
H: 1.467 -2.868 -0.937  0.060
H: 3.017 -3.343 -1.648  0.125
H: 0.396 -4.251 -0.118  0.060
H: 0.486 -5.985 -0.307  0.130
C: 0.526 -0.903 -4.086  -0.820
O: 0.411 -0.744 -5.263  0.053
N: 1.076 -0.129 -3.239  0.192
N: 0.157 -2.031 -3.488  0.163
H: 1.391 0.779 -3.550  0.131
H: 1.140 -0.517 -2.309  0.077
H: 0.294 -2.237 -2.509  0.058
H: -0.380 -2.759 -3.936  0.120
C: -3.834 -4.043 -0.869  -0.835
O: -4.719 -4.575 -1.467  0.038
N: -2.762 -4.649 -0.423  0.167
N: -3.919 -2.855 -0.414  0.181
H: -2.877 -5.648 -0.325  0.116
H: -2.031 -4.180 0.092  0.027
H: -3.063 -2.339 -0.266  0.070
H: -4.791 -2.349 -0.466  0.117

The following is a quantum chemistry calculation of 8 unconnected molecules or ions with the total composition C12H43N3O8 at a distorted geometry, from OMol25.

Values from the calculation:
2S+1 ... 1
Orbital gap ... 9.20 eV
SMILES string ... COC[C@H](C)N.COC[C@H](C)N.COC[C@H](C)N.O.O.O.O.O
E ... -33988.2283 eV
ΔE to the lowest compared entry with this formula, charge and spin ... 3.485 eV

Last column: Löwdin charge in e.
Atoms and positions in Å:
C: 4.665 2.033 -2.125  -0.094
O: 6.009 2.415 -2.527  -0.200
C: 6.481 3.530 -1.766  -0.186
C: 7.918 3.904 -2.313  -0.399
C: 9.037 2.785 -2.101  -0.059
N: 8.335 5.085 -1.644  -0.003
H: 3.992 2.890 -2.130  0.080
H: 4.696 1.555 -1.146  0.078
H: 4.198 1.244 -2.714  0.081
H: 5.816 4.383 -1.900  0.118
H: 6.591 3.232 -0.723  0.120
H: 7.862 4.179 -3.366  0.134
H: 8.777 1.882 -2.654  0.059
H: 9.163 2.370 -1.101  0.067
H: 10.024 3.049 -2.482  0.063
H: 8.505 5.004 -0.652  0.072
H: 9.267 5.346 -1.932  0.069
C: -3.351 1.407 6.345  -0.122
O: -2.198 1.080 5.619  -0.190
C: -2.074 1.977 4.535  -0.231
C: -0.911 1.635 3.569  -0.407
C: -0.972 2.545 2.297  -0.073
N: -0.944 0.262 3.074  0.044
H: -3.613 2.436 6.591  0.093
H: -3.163 0.845 7.261  0.091
H: -4.151 0.878 5.827  0.091
H: -3.029 1.961 4.008  0.117
H: -1.987 3.002 4.895  0.125
H: -0.052 1.965 4.154  0.134
H: -0.255 2.334 1.503  0.074
H: -0.789 3.606 2.469  0.065
H: -1.997 2.707 1.961  0.067
H: -1.177 -0.151 3.966  0.055
H: -1.748 0.097 2.485  0.070
C: -7.333 -3.592 -1.643  -0.105
O: -7.759 -2.345 -1.066  -0.197
C: -6.796 -1.286 -1.194  -0.182
C: -5.538 -1.713 -0.360  -0.442
C: -5.931 -2.070 1.106  -0.043
N: -4.585 -0.655 -0.313  0.018
H: -6.685 -4.127 -0.950  0.075
H: -6.682 -3.477 -2.509  0.085
H: -8.116 -4.276 -1.972  0.087
H: -6.482 -1.062 -2.213  0.114
H: -7.290 -0.377 -0.850  0.122
H: -5.144 -2.579 -0.893  0.121
H: -6.414 -1.193 1.538  0.074
H: -5.128 -2.228 1.826  0.072
H: -6.646 -2.893 1.093  0.070
H: -4.360 -0.200 -1.187  0.068
H: -4.959 0.118 0.219  0.068
O: 2.023 -3.262 1.392  -0.054
H: 1.488 -2.792 2.032  0.032
H: 2.681 -3.717 1.917  0.030
O: 4.461 -4.653 -1.587  -0.045
H: 3.989 -4.129 -0.939  0.018
H: 5.016 -5.234 -1.067  0.031
O: -2.839 -3.236 -4.380  -0.050
H: -2.266 -2.968 -3.661  0.012
H: -3.230 -2.420 -4.692  0.026
O: 1.928 -3.910 -4.543  -0.049
H: 2.626 -3.956 -3.890  0.016
H: 1.162 -3.607 -4.056  0.015
O: -0.095 -2.014 -1.840  -0.045
H: 0.519 -2.337 -1.181  0.023
H: -0.538 -1.279 -1.416  0.031

The following is a quantum chemistry calculation of a single C5H8N2O molecule at a distorted geometry, from OMol25.

Values from the calculation:
2S+1 ... 1
Orbital gap ... 9.81 eV
SMILES string ... NCCc1cnco1
E ... -10336.7855 eV
ΔE to the lowest compared entry with this formula, charge and spin ... 5.941 eV

Last column: Löwdin charge in e.
Atoms and positions in Å:
N: 0.496 -1.211 -1.569  -0.091
C: -0.084 0.098 -2.006  -0.344
C: -0.618 0.781 -0.631  -0.201
C: -0.130 0.203 0.634  -0.265
C: -0.413 -0.673 1.649  -0.152
N: 0.470 -0.659 2.677  0.060
C: 1.104 0.524 2.443  -0.195
O: 0.706 1.146 1.351  0.024
H: 0.384 -1.412 -0.495  0.068
H: -0.127 -1.984 -2.282  0.166
H: 0.706 0.968 -2.601  0.151
H: -1.216 0.162 -2.613  0.138
H: -0.530 2.079 -0.819  0.182
H: -1.864 0.823 -0.709  0.143
H: -0.846 -1.708 1.742  0.135
H: 1.961 0.863 3.227  0.180